(1)
Molecular formula: C21H31LuN5OS4
Method: DFT, the ωB97M-V functional and the def2-TZVPD basis

The geometry in XYZ format:
```
63
Properties=species:S:1:pos:R:3:forces:R:3
Lu 0.500837 -0.435343 -1.355384 -2.15 -2.29 0.93
C -0.084263 -0.671843 -4.402984 0.16 1.05 -1.32
N -0.903463 -0.361743 -3.171484 -1.61 -5.23 -3.08
C -1.933563 0.606157 -3.626184 -0.21 -0.02 -0.24
C -1.142563 1.889757 -3.611484 -0.08 -0.65 -0.99
N -0.164763 1.579657 -2.568484 2.34 5.27 2.00
C 1.263637 1.624957 -2.887484 0.46 0.59 -0.93
C -0.373063 2.613057 -1.563684 0.59 2.04 0.76
C 0.087237 3.938457 -1.651384 -0.23 -0.52 0.22
C -0.220263 4.859257 -0.643284 0.02 -0.14 -0.14
C -0.995163 4.465557 0.450216 -0.08 -0.53 -0.07
C -1.467863 3.154857 0.535416 0.57 1.41 0.08
C -1.152163 2.254457 -0.476284 -0.67 -0.15 0.05
S -1.693763 0.651857 -0.484884 -1.07 -0.76 1.13
C -1.470863 -1.710943 -2.833684 -2.39 -1.61 0.24
C -2.854363 -1.839543 -2.528284 0.25 -0.25 -0.56
C -3.478063 -3.061643 -2.239784 0.35 0.85 -0.08
C -2.738263 -4.228043 -2.230284 0.64 -0.01 0.08
C -1.373063 -4.163743 -2.488184 -1.13 0.52 0.12
C -0.724763 -2.940843 -2.776584 0.13 -0.18 -0.90
S 0.983237 -3.140443 -3.048084 0.36 0.89 -0.36
H -0.007063 0.190557 -5.076684 -0.33 0.34 0.32
H -0.536963 -1.443443 -5.042884 0.21 -0.09 0.59
H 0.956737 -0.895543 -4.186884 -0.39 -0.63 0.08
H -2.796363 0.741457 -2.972884 0.53 -0.50 0.24
H -2.329163 0.383657 -4.626084 0.21 -0.36 0.11
H -1.812563 2.741257 -3.426384 0.59 -0.17 0.43
H -0.655363 2.092257 -4.572384 0.14 -0.06 0.11
H 1.499137 2.417857 -3.607784 0.28 -0.03 0.01
H 1.641137 0.697557 -3.306284 -0.09 -0.26 -0.48
H 1.879637 1.776357 -1.989884 -0.37 0.33 -0.02
H 0.670337 4.257357 -2.505384 0.09 0.09 -0.06
H 0.141037 5.878557 -0.714984 0.01 -0.04 -0.02
H -1.237263 5.171557 1.236116 0.04 0.08 -0.03
H -2.073663 2.835457 1.376616 0.01 -0.06 -0.13
H -3.485363 -0.966343 -2.439684 0.14 0.07 -0.08
H -4.531563 -3.072643 -1.987884 0.00 0.07 -0.05
H -3.199263 -5.177143 -1.989784 -0.05 -0.07 -0.03
H -0.797063 -5.085243 -2.445184 0.14 0.38 -0.10
C 3.059237 -2.207543 5.430616 0.22 -0.02 0.20
C 1.724037 -1.981443 4.747916 -0.10 -0.25 -0.08
N 1.907237 -1.402643 3.425616 -0.13 0.01 0.17
C 1.195637 -0.401243 2.869516 -0.13 0.22 -0.95
S 0.924837 -0.414643 1.224416 -0.23 0.65 2.17
N 0.697037 0.611257 3.607516 -0.02 0.30 0.57
C 1.291337 1.209357 4.793716 0.05 0.24 -0.10
C 0.243437 1.448057 5.863916 -0.10 0.00 0.27
H 2.913937 -2.654843 6.418416 0.02 0.01 -0.08
H 3.603537 -1.265943 5.555616 -0.07 -0.08 -0.02
H 3.691337 -2.878943 4.839716 -0.12 0.11 0.05
H 1.060037 -1.372643 5.363716 0.06 0.09 -0.19
H 1.220137 -2.943443 4.601116 -0.03 0.03 0.18
H 2.227337 -2.062843 2.725816 0.19 0.09 -0.12
H 0.168137 1.261657 3.036716 0.08 -0.26 0.02
H 1.719037 2.168257 4.479616 0.11 -0.01 0.18
H 2.119137 0.608657 5.174016 -0.14 -0.09 -0.16
H -0.546063 2.112057 5.496216 0.11 -0.09 0.03
H 0.695437 1.909257 6.747016 -0.06 0.00 -0.06
H -0.229863 0.509457 6.169716 0.07 0.09 -0.06
O 3.625437 -3.243543 0.819816 0.24 -0.52 -0.07
S 2.580037 -3.294343 -0.240784 -1.11 2.71 0.62
N 1.905737 -1.965343 -0.467284 1.96 -2.17 -1.01
H -1.187163 -1.376043 -0.802084 1.71 -0.44 0.58
```
Forces are in eV/Å.

Orbital gap: 4.952 eV
E_tot: -108736.2081 eV
Total charge: -1
Energy relative to the best compared isomer or geometry (same formula, charge and spin): 0.0 kcal per mole
LUMO: 2.5 eV

(2)
Molecular formula: C5H4O2
Method: DFT, the ωB97M-V functional and the def2-TZVPD basis

The geometry in XYZ format:
```
11
Properties=species:S:1:pos:R:3:forces:R:3
O -0.169360 1.155755 -1.809162 -0.01 -0.41 0.23
C -0.040820 0.368131 -0.915124 0.06 0.65 -0.36
O 2.001041 1.107303 0.119175 0.00 -0.04 0.27
C 0.807479 0.789928 0.433899 -0.55 -0.57 -0.32
C 0.175658 -0.257941 1.322398 0.19 0.22 0.25
C -0.533245 -1.241247 0.607694 0.01 0.05 -0.04
C -0.576474 -0.980955 -0.733436 0.22 -0.07 0.09
H 0.237779 1.624700 0.995885 -0.01 0.02 -0.06
H 0.044065 -0.086191 2.387901 0.12 -0.12 -0.11
H -0.983659 -2.100029 1.096697 0.04 0.13 -0.08
H -0.904990 -1.640405 -1.528544 -0.07 0.14 0.12
```
Forces are in eV/Å.

Orbital gap (spin up / spin down): 5.983 / 5.841 eV
E_tot: -9339.4346 eV
Total charge: 0
Energy relative to the best compared isomer or geometry (same formula, charge and spin): 109.5 kcal per mole
LUMO (spin up / spin down): -2.5 / -2.6 eV

(3)
Molecular formula: C3H6N2S
Method: DFT, the ωB97M-V functional and the def2-TZVPD basis

The geometry in XYZ format:
```
12
Properties=species:S:1:pos:R:3:forces:R:3
C -1.160587 0.138402 -0.290207 -2.89 0.90 2.08
C 0.849553 -1.428130 -0.157338 -0.25 3.89 1.26
C 1.244732 0.064093 0.349859 1.44 -1.65 -5.27
H -0.510252 2.081213 -0.336973 3.01 2.42 -0.71
H -2.128608 1.823542 0.384044 2.50 -0.39 -1.66
H 0.681254 -2.077466 0.683103 -0.91 -0.35 -0.25
H 1.360366 -1.720953 -1.029445 0.80 -0.90 -0.47
H 2.184164 0.438611 -0.336222 -2.49 -0.36 2.37
H 1.068827 0.383017 1.360526 0.00 -0.04 0.18
N -1.228043 1.515182 -0.136767 -6.62 -3.27 2.13
N 0.054604 -0.245442 -0.518753 4.74 -1.49 0.82
S -2.416015 -0.972070 0.028169 0.68 1.24 -0.50
```
Forces are in eV/Å.

Orbital gap: 8.913 eV
E_tot: -17021.3455 eV
SMILES string: NC(=S)N1CC1
Total charge: 0
Energy relative to the best compared isomer or geometry (same formula, charge and spin): 62.2 kcal per mole
LUMO: 0.8 eV

(4)
Molecular formula: C5H16O3
Method: DFT, the ωB97M-V functional and the def2-TZVPD basis

The geometry in XYZ format:
```
24
Properties=species:S:1:pos:R:3:forces:R:3
C -0.262154 -1.291954 -1.807386 2.15 -1.79 -0.59
O -1.424800 -1.211923 -1.115472 -3.39 -0.64 2.73
C 0.394342 0.011366 -2.039757 -4.53 2.67 0.78
C 0.176262 0.693272 -0.676058 1.45 2.62 -1.52
C 1.052482 1.998607 -0.735836 -1.10 -0.45 2.46
C 0.954808 -0.103365 0.365862 -1.07 0.08 2.54
H -0.387068 -1.674337 -2.801125 -0.49 -1.34 -0.38
H 0.359843 -1.910583 -1.145610 0.69 -0.21 -1.14
H -1.403733 -1.613795 -0.175946 0.36 1.12 -2.62
H -0.248502 0.689700 -2.754711 1.03 -1.47 0.86
H 1.336754 -0.010749 -2.469525 2.10 -0.25 -0.28
H -0.955856 0.968762 -0.651313 2.28 -0.74 0.81
H 0.911136 2.755291 -1.448323 -0.32 0.43 -1.77
H 0.770905 2.532823 0.160281 0.03 0.46 0.65
H 2.097111 1.777826 -0.564682 0.33 -0.10 -0.54
H 1.912367 -0.119488 -0.020413 2.14 -0.57 -1.09
H 0.690900 -1.112840 0.715990 -0.15 0.72 -0.87
H 1.181279 0.423497 1.341536 -0.63 -0.29 -0.99
H 0.208910 -1.413260 3.050080 0.01 0.35 -0.16
H -0.618592 -2.506938 2.454481 -0.04 0.87 -0.29
O -0.371595 -1.567424 2.291172 -0.53 -1.67 1.17
H -0.999325 0.776682 2.413414 0.66 -0.02 -0.42
H 0.250181 1.697365 2.061192 1.32 -0.47 -0.96
O -0.578699 1.640909 2.473515 -2.30 0.69 1.61
```
Forces are in eV/Å.

Orbital gap: 9.684 eV
E_tot: -11584.5094 eV
SMILES string: CC(C)CCO.O.O
Total charge: 0
Energy relative to the best compared isomer or geometry (same formula, charge and spin): 55.1 kcal per mole
LUMO: 0.2 eV